106
Properties=species:S:1:pos:R:3:forces:R:3 method="wB97M-V/def2-TZVPD" smiles="O=S1(=O)CCCC1.O=S1(=O)CCCC1.O=S1(=O)CCCC1.O=S1(=O)CCCC1.CC(C)=O.CC#N.CC#N.CC#N.CC#N.CC#N.CC#N" energy_ev=-103761.6800 lumo_ha=0.002
C -0.153335 4.538736 -1.594855 0.0 -0.2 -0.6
C 1.099449 5.362429 -1.663809 0.0 0.5 0.2
O 2.125721 4.961992 -2.170892 0.0 -0.3 0.0
C 1.010306 6.768209 -1.095871 0.3 0.2 -0.2
H -1.009192 5.146658 -1.891979 -0.1 0.0 0.3
H -0.310383 4.109119 -0.604690 0.0 0.2 0.1
H -0.101900 3.708420 -2.298431 0.1 0.0 0.1
H 0.214619 7.326250 -1.593478 -0.2 -0.2 0.2
H 1.927417 7.328504 -1.275888 0.1 -0.3 0.0
H 0.832735 6.753337 -0.019751 -0.2 -0.1 0.0
C -1.531520 -5.940406 0.718135 -0.6 0.5 -0.3
C -0.925815 -4.845292 -0.055350 0.0 -0.6 0.2
N -0.449523 -4.004925 -0.676322 0.0 0.2 0.1
H -1.968289 -5.510436 1.618336 0.3 -0.1 0.2
H -0.838975 -6.746566 0.930773 0.2 0.2 0.1
H -2.377834 -6.345620 0.160939 0.1 0.0 -0.2
C -3.403592 3.321314 0.810305 -0.2 -0.4 0.7
C -3.879250 3.138244 2.193391 0.4 0.5 -0.5
N -4.187902 3.049787 3.294179 -0.1 -0.2 0.2
H -4.219451 3.708824 0.206230 0.1 -0.1 -0.2
H -3.068152 2.342661 0.469762 0.0 0.1 -0.4
H -2.555493 4.001637 0.805053 0.0 0.0 0.0
C -2.681922 -1.965432 1.619988 -0.3 0.7 -1.1
C -3.681069 -2.997804 1.370079 0.6 0.0 0.7
N -4.435294 -3.831883 1.151387 -0.2 -0.3 -0.1
H -1.653725 -2.307353 1.547241 -0.1 -0.4 0.2
H -2.842204 -1.374605 2.517448 -0.2 -0.3 0.2
H -2.808680 -1.290496 0.763784 0.1 0.1 0.2
C 4.329958 -3.198129 -1.494057 0.3 -0.4 0.2
C 3.852156 -3.060160 -2.860708 -0.1 0.0 0.2
N 3.490992 -2.927103 -3.939156 0.0 0.0 -0.3
H 5.362299 -3.551497 -1.532315 0.0 0.3 0.1
H 3.782832 -3.953273 -0.929431 -0.2 0.1 -0.2
H 4.263376 -2.254885 -0.956331 0.1 0.1 -0.1
C 1.801531 3.320094 -5.021162 -0.1 -0.2 -0.4
C 0.410212 3.570614 -5.382351 0.2 0.2 -0.1
N -0.691640 3.712312 -5.666096 -0.1 0.1 0.0
H 2.470004 4.158116 -5.205772 -0.3 0.3 0.2
H 2.160362 2.536386 -5.691846 0.0 -0.3 0.4
H 1.814135 3.059061 -3.965621 0.4 -0.1 0.0
C 5.952660 2.239478 -1.115156 0.1 0.0 0.2
C 7.280906 2.490723 -0.549027 -0.2 0.1 0.2
N 8.300607 2.675377 -0.055291 0.0 0.0 -0.1
H 5.301936 3.105158 -1.005131 0.2 0.2 -0.2
H 5.469162 1.434535 -0.562479 0.1 -0.2 -0.1
H 6.064229 1.970019 -2.162607 -0.2 0.0 0.0
C -6.130935 -3.188536 -3.152006 -0.1 0.6 0.3
C -5.203930 -4.348136 -2.838875 0.8 -1.0 0.2
C -3.879871 -3.845155 -2.227530 -0.2 0.8 0.5
S -3.846381 -2.039188 -2.480604 -1.0 -0.5 0.0
O -2.644818 -1.661613 -3.179007 0.0 0.2 0.0
O -4.216118 -1.369519 -1.246402 0.3 -0.2 -0.4
C -5.284373 -2.023654 -3.604691 1.0 0.6 -0.5
H -6.593898 -2.904668 -2.202051 -0.1 0.1 -0.1
H -6.940207 -3.413403 -3.843321 0.1 -0.2 -0.1
H -4.875000 -4.969756 -3.674424 -0.6 0.2 -0.4
H -5.713739 -5.009674 -2.137307 0.2 -0.1 0.0
H -2.979371 -4.239889 -2.688333 0.0 0.0 -0.1
H -3.827726 -3.983657 -1.146713 0.0 0.0 -0.1
H -4.819840 -2.117740 -4.591842 -0.1 -0.5 0.0
H -5.733116 -1.031352 -3.635775 -0.1 -0.1 0.5
C 1.407571 -1.014017 -2.063955 -0.8 -0.1 -0.7
C 2.172619 0.296179 -1.906643 0.7 0.8 0.6
C 1.683982 1.060669 -0.653977 -0.6 -0.3 -0.8
S -0.094162 0.629016 -0.562790 0.2 -1.4 0.3
O -1.017987 1.660605 -0.972599 0.4 0.1 0.2
O -0.273640 0.016211 0.750739 -0.2 0.1 -0.1
C -0.066841 -0.688378 -1.842201 0.4 1.5 0.4
H 1.759593 -1.844816 -1.454952 0.0 0.2 0.3
H 1.452488 -1.355917 -3.097251 0.4 -0.1 0.0
H 2.083972 0.958798 -2.769268 -0.4 -0.3 -0.2
H 3.253022 0.164828 -1.798811 0.0 -0.3 -0.1
H 1.789821 2.141279 -0.712096 0.0 0.0 0.0
H 2.160216 0.677612 0.242828 -0.3 0.1 0.2
H -0.419558 -0.139794 -2.716094 -0.3 -0.2 0.0
H -0.766488 -1.473268 -1.585029 0.2 -0.1 0.1
C 0.216726 2.881292 5.506251 0.0 0.0 0.0
C -0.147186 1.509080 4.915575 -0.9 0.1 0.6
C -0.719860 1.759361 3.526056 1.2 -0.1 -0.1
S 0.509830 2.913192 2.824020 -0.7 0.9 1.1
O -0.167477 3.936116 2.047130 0.3 -0.4 -0.1
O 1.649592 2.220582 2.271002 -0.1 -0.2 -0.1
C 1.006223 3.650516 4.449794 0.1 -0.4 -0.5
H 0.746392 2.745716 6.448748 0.3 0.1 -0.1
H -0.694049 3.424642 5.764145 -0.1 -0.1 -0.2
H -0.928536 1.099686 5.561254 0.1 -0.3 -0.1
H 0.683735 0.805110 4.932215 0.2 0.1 -0.2
H -1.684091 2.260134 3.580496 0.0 0.1 -0.2
H -0.723256 0.893594 2.865970 -0.2 0.0 0.0
H 0.791042 4.711402 4.358508 -0.1 0.0 0.1
H 2.079067 3.506154 4.566309 0.0 0.0 -0.2
C 2.603550 -2.041147 1.998372 0.5 -0.3 0.1
C 1.914132 -1.192711 3.108546 0.5 0.1 -0.3
C 0.719064 -1.931110 3.677827 0.1 0.1 0.4
S 1.120000 -3.673505 3.556912 -0.2 0.0 -1.6
O -0.071234 -4.464003 3.328283 0.2 0.2 0.1
O 2.038079 -4.058263 4.591251 0.1 0.2 0.3
C 2.094929 -3.506478 2.004584 -0.7 0.9 0.6
H 3.679178 -1.967583 2.162953 0.0 -0.3 0.0
H 2.449763 -1.603602 1.011423 -0.3 -0.1 0.0
H 1.581418 -0.243427 2.692663 0.1 0.0 0.0
H 2.685702 -0.989252 3.849550 -0.3 0.0 0.3
H -0.163806 -1.687047 3.092335 -0.1 -0.4 -0.1
H 0.523001 -1.714741 4.727931 0.0 0.0 0.0
H 1.417559 -3.600532 1.158000 -0.1 -0.5 0.1
H 2.812767 -4.318414 2.071676 0.2 0.1 -0.2